*one*
{"formula": "C7H14O", "method": "wB97M-V/def2-TZVPD", "molar_mass_g_mol": 114.19, "lumo_energy_ha": 0.0351, "smiles": "C/C=C/CCCCO", "elements": ["C", "O", "C", "C", "C", "C", "C", "C", "H", "H", "H", "H", "H", "H", "H", "H", "H", "H", "H", "H", "H", "H"], "positions_angstrom": [[1.24, 0.78, 1.97], [0.31, 0.20, 2.83], [1.66, -0.14, 0.82], [1.69, 0.54, -0.50], [0.35, 0.77, -1.20], [-2.80, -1.40, -1.51], [-1.83, -0.31, -1.66], [-0.60, -0.40, -1.12], [2.08, 0.88, 2.67], [0.71, 1.62, 1.62], [-0.61, 0.35, 2.49], [2.67, -0.62, 1.05], [1.08, -1.05, 0.82], [2.30, -0.10, -1.16], [2.25, 1.52, -0.55], [0.43, 1.14, -2.24], [-0.03, 1.65, -0.72], [-3.62, -1.25, -0.71], [-2.26, -2.37, -1.42], [-3.37, -1.57, -2.39], [-2.15, 0.49, -2.32], [-0.18, -1.30, -0.62]]}


*two*
{"formula": "C7H14O", "method": "wB97M-V/def2-TZVPD", "molar_mass_g_mol": 114.19, "lumo_energy_ha": [0.0242, 0.0242], "elements": ["C", "C", "C", "C", "C", "C", "C", "O", "H", "H", "H", "H", "H", "H", "H", "H", "H", "H", "H", "H", "H", "H"], "positions_angstrom": [[-0.55, -1.52, -0.52], [2.58, 2.04, 0.77], [-0.85, 1.47, 0.24], [-0.87, -1.94, 0.88], [-1.72, -1.23, -1.43], [0.16, 0.55, -0.23], [1.08, -0.16, -0.60], [2.05, 1.77, -0.47], [0.16, -2.19, -1.00], [1.95, -0.69, -0.93], [2.84, 1.13, 1.36], [3.52, 2.62, 0.70], [1.92, 2.65, 1.42], [-1.29, 2.01, -0.60], [-1.63, 0.96, 0.80], [-0.35, 2.20, 0.89], [-1.39, -0.83, -2.40], [-1.41, -2.90, 0.88], [0.03, -2.06, 1.48], [-1.52, -1.22, 1.39], [-2.42, -0.52, -0.99], [-2.28, -2.15, -1.63]]}


*three*
{"formula": "C7H14O", "method": "wB97M-V/def2-TZVPD", "molar_mass_g_mol": 114.19, "lumo_energy_ha": 0.0348, "smiles": "CC1(C)CO1.C=CC", "elements": ["C", "C", "C", "C", "O", "H", "H", "H", "H", "H", "H", "H", "H", "C", "C", "C", "H", "H", "H", "H", "H", "H"], "positions_angstrom": [[1.56, -0.24, -0.14], [2.33, 0.73, -0.94], [1.32, 0.02, 1.31], [1.46, -1.67, -0.59], [1.01, 0.72, -1.31], [2.66, 1.63, -0.42], [3.08, 0.31, -1.62], [0.26, -0.15, 1.53], [1.92, -0.65, 1.94], [1.55, -1.74, -1.67], [0.48, -2.07, -0.31], [2.23, -2.28, -0.09], [1.55, 1.05, 1.57], [-2.82, -0.39, -0.48], [-2.00, 0.81, -0.15], [-2.06, 1.46, 1.00], [-1.27, 1.10, -0.89], [-3.49, -0.16, -1.31], [-3.42, -0.72, 0.37], [-2.18, -1.22, -0.81], [-2.75, 1.17, 1.79], [-1.42, 2.30, 1.22]]}


*four*
{"formula": "C7H14O", "method": "wB97M-V/def2-TZVPD", "molar_mass_g_mol": 114.19, "lumo_energy_ha": 0.0350, "smiles": "CC[C@@]1(C)OC1(C)C", "elements": ["C", "C", "C", "C", "C", "C", "C", "O", "H", "H", "H", "H", "H", "H", "H", "H", "H", "H", "H", "H", "H", "H"], "positions_angstrom": [[0.40, 1.02, 0.20], [0.04, -1.16, -1.19], [0.09, 1.62, 1.54], [0.24, 1.95, -0.96], [0.57, -1.38, 1.31], [-1.44, -1.52, -1.09], [0.56, -0.49, 0.08], [1.75, 0.25, -0.03], [0.64, -2.06, -1.36], [0.20, -0.52, -2.06], [0.98, 2.11, 1.95], [-0.82, 2.14, -1.16], [-0.27, 0.90, 2.27], [-0.70, 2.37, 1.46], [0.73, 1.57, -1.86], [0.73, 2.90, -0.75], [0.82, -2.41, 1.02], [1.32, -1.06, 2.03], [-0.41, -1.38, 1.80], [-1.62, -2.25, -0.30], [-2.05, -0.64, -0.87], [-1.79, -1.95, -2.03]]}


What should be chosen as the least stable of them? Choose *two*.


*one*
{"formula": "C3H14O3S2", "method": "wB97M-V/def2-TZVPD", "molar_mass_g_mol": 162.28, "lumo_energy_ha": 0.0201, "smiles": "CCSSC.O.O.O", "elements": ["C", "C", "S", "S", "C", "H", "H", "H", "H", "H", "H", "H", "H", "H", "H", "O", "H", "H", "O", "H", "H", "O"], "positions_angstrom": [[-1.69, 1.44, 0.52], [-0.47, 0.79, 1.21], [0.34, -0.54, 0.24], [-1.06, -1.96, -0.09], [-0.80, -3.45, 0.99], [-2.15, 2.06, 1.33], [-2.47, 0.73, 0.21], [-1.28, 2.11, -0.29], [0.38, 1.37, 1.44], [-0.83, 0.45, 2.23], [-0.06, -3.98, 0.45], [-0.66, -3.32, 1.98], [-1.65, -4.22, 0.76], [0.59, 2.54, -2.13], [1.33, 3.62, -2.81], [1.51, 2.84, -2.28], [3.40, 1.08, -5.80], [3.46, 0.63, -4.26], [2.92, 0.61, -5.02], [0.39, -1.03, 3.42], [-0.95, -1.25, 3.86], [-0.24, -0.53, 4.01]]}


*two*
{"formula": "C3H14O3S2", "method": "wB97M-V/def2-TZVPD", "molar_mass_g_mol": 162.28, "lumo_energy_ha": 0.0128, "smiles": "CCCSS.O.O.O", "elements": ["C", "C", "C", "S", "S", "H", "H", "H", "H", "H", "H", "H", "H", "H", "H", "O", "H", "H", "O", "H", "H", "O"], "positions_angstrom": [[0.96, -0.80, 1.08], [1.55, -1.40, 2.28], [0.92, -1.59, -0.20], [-0.12, -0.75, -1.47], [-2.13, -1.01, -1.05], [1.66, 0.16, 1.02], [0.00, -0.34, 1.37], [2.45, -1.97, 2.08], [2.01, -0.68, 3.11], [0.82, -2.08, 2.80], [0.51, -2.66, 0.08], [1.89, -1.63, -0.71], [-2.29, 0.03, -0.15], [-0.53, 2.21, -0.88], [0.69, 2.44, -0.36], [-0.21, 2.54, -0.09], [-1.05, 1.74, 1.93], [-2.39, 1.99, 2.08], [-1.88, 1.22, 1.75], [3.53, 2.10, 0.10], [2.79, 2.73, -1.08], [2.76, 2.11, -0.42]]}


*three*
{"formula": "C3H14O3S2", "method": "wB97M-V/def2-TZVPD", "molar_mass_g_mol": 162.28, "lumo_energy_ha": 0.0183, "smiles": "CCSSC.O.O.O", "elements": ["C", "C", "S", "S", "C", "H", "H", "H", "H", "H", "H", "H", "H", "H", "H", "O", "H", "H", "O", "H", "H", "O"], "positions_angstrom": [[0.97, 1.23, 1.26], [-0.04, 1.89, 0.32], [-1.63, 0.96, 0.24], [-1.64, 0.01, -1.61], [-0.45, -1.36, -1.43], [1.12, 0.20, 0.92], [1.94, 1.70, 1.15], [0.63, 1.21, 2.30], [0.37, 1.98, -0.67], [-0.36, 2.88, 0.60], [-0.29, -1.67, -2.47], [-0.91, -2.15, -0.84], [0.50, -1.04, -1.04], [-1.71, -1.29, 1.72], [-1.39, -2.05, 3.01], [-1.00, -1.75, 2.17], [1.41, -3.20, 0.57], [0.96, -2.24, 1.70], [1.62, -2.91, 1.47], [-0.46, 1.87, -2.98], [0.04, 3.29, -3.35], [0.33, 2.43, -3.04]]}


What should be chosen as the least stable of them? Choose *one*.


*one*
{"formula": "C4H12N4", "method": "wB97M-V/def2-TZVPD", "molar_mass_g_mol": 116.17, "lumo_energy_ha": 0.0337, "elements": ["C", "C", "C", "N", "C", "N", "N", "N", "H", "H", "H", "H", "H", "H", "H", "H", "H", "H", "H", "H"], "positions_angstrom": [[1.42, -1.23, 0.59], [-2.45, -0.91, 0.18], [1.57, 1.68, -0.12], [-1.01, -0.77, 0.12], [-0.48, 0.42, 0.06], [-1.18, 1.57, -0.32], [1.57, -1.95, -0.57], [0.83, 0.53, 0.34], [-0.82, 2.44, 0.02], [-2.18, 1.49, -0.26], [0.69, -2.30, -0.92], [2.09, -1.48, -1.29], [2.35, -0.86, 1.01], [0.79, -1.71, 1.32], [-2.93, -0.66, -0.78], [-2.92, -0.31, 0.96], [-2.67, -1.96, 0.39], [1.31, 1.99, -1.14], [2.63, 1.46, -0.09], [1.41, 2.56, 0.52]]}


*two*
{"formula": "C4H12N4", "method": "wB97M-V/def2-TZVPD", "molar_mass_g_mol": 116.17, "lumo_energy_ha": 0.0284, "elements": ["C", "C", "N", "N", "N", "H", "H", "H", "H", "H", "H", "H", "C", "C", "N", "H", "H", "H", "H", "H"], "positions_angstrom": [[1.90, 0.80, 0.01], [0.46, 1.16, 0.14], [-1.83, 0.55, 0.17], [0.17, 2.45, 0.63], [-0.54, 0.32, -0.03], [-1.96, 1.35, 0.79], [-2.30, -1.30, -0.61], [-0.72, 2.80, 0.29], [0.92, 3.10, 0.49], [2.08, 0.07, -0.78], [2.29, 0.39, 0.94], [2.48, 1.69, -0.23], [-0.03, -2.00, 0.62], [-0.33, -1.10, -0.57], [-1.51, -1.54, -1.23], [-1.66, -1.01, -2.08], [0.50, -1.07, -1.27], [-0.85, -1.94, 1.33], [0.05, -3.03, 0.27], [0.89, -1.71, 1.11]]}


*three*
{"formula": "C4H12N4", "method": "wB97M-V/def2-TZVPD", "molar_mass_g_mol": 116.17, "lumo_energy_ha": 0.0372, "smiles": "N/C=C/N.N/C=C/N", "elements": ["C", "C", "N", "N", "H", "H", "H", "H", "H", "H", "C", "C", "N", "N", "H", "H", "H", "H", "H", "H"], "positions_angstrom": [[2.11, 0.08, 0.82], [1.43, -0.86, 1.47], [1.36, -0.78, 2.91], [2.45, 0.10, -0.53], [2.49, 0.90, 1.43], [1.11, -1.77, 0.97], [1.88, -1.54, 3.33], [0.40, -0.87, 3.22], [2.96, 0.91, -0.82], [1.66, -0.09, -1.13], [-1.10, 0.35, -1.09], [-2.41, 0.40, -1.20], [-3.27, -0.44, -0.41], [-0.26, 1.19, -1.87], [-0.67, -0.40, -0.43], [-2.93, 0.97, -1.97], [-3.92, -0.96, -0.99], [-3.80, 0.08, 0.27], [0.28, 0.78, -2.61], [0.24, 1.92, -1.37]]}


*four*
{"formula": "C4H12N4", "method": "wB97M-V/def2-TZVPD", "molar_mass_g_mol": 116.17, "lumo_energy_ha": 0.0352, "smiles": "[H]/N=C/N(C)C.[H]/N=C/N", "elements": ["C", "C", "N", "C", "N", "H", "H", "H", "H", "H", "H", "H", "H", "N", "C", "N", "H", "H", "H", "H"], "positions_angstrom": [[-0.97, 1.43, -1.01], [-1.72, -0.12, 0.71], [-0.59, 0.43, -0.02], [0.69, 0.74, 0.78], [1.44, 1.78, 0.57], [1.89, 2.08, 1.44], [0.57, 0.28, 1.77], [-1.48, 2.28, -0.54], [-1.64, 1.02, -1.77], [-0.07, 1.86, -1.48], [-1.45, -1.11, 1.10], [-2.60, -0.25, 0.08], [-2.01, 0.52, 1.55], [1.88, -0.93, 0.03], [0.83, -1.52, -0.72], [0.30, -2.59, -0.24], [2.53, -0.33, -0.47], [2.07, -1.46, 0.87], [-0.44, -2.93, -0.87], [0.78, -1.18, -1.77]]}


What should be chosen as the least stable of them? Choose *four*.